A structure of composition C4H9NO2, computed with ωB97M-V/def2-TZVPD.

The geometry in XYZ format:
```
16
Properties=species:S:1:pos:R:3:forces:R:3:mulliken_charge:R:1
C -1.938545 0.131614 1.104022 0.25 -0.79 1.79 -0.213
C -0.759102 -0.093979 -0.954289 2.07 0.21 -0.14 -1.228
O -1.356438 -0.673446 1.871615 -1.21 0.71 -1.09 -0.508
H -0.076137 -0.600012 1.698770 1.99 0.60 -0.66 0.497
H -1.721880 1.204459 1.138063 0.22 -0.10 -0.24 0.322
H -2.894584 -0.166918 0.671819 0.06 -0.03 -0.14 0.388
H -1.825932 0.071874 -1.086250 -0.13 0.13 0.63 0.430
H -0.530266 -1.152394 -1.071824 -0.13 0.01 -0.06 0.299
H -0.351986 0.471583 -1.791465 0.08 -0.14 -0.20 0.418
C 0.806734 0.386919 0.201311 -2.04 0.24 -1.00 0.127
C 1.887161 0.277199 -0.836190 -0.13 -0.10 -0.05 -0.194
N 2.758581 -0.631831 -0.889616 0.10 0.07 0.12 -0.686
O 0.940109 -0.426702 1.216219 -1.15 -0.91 1.12 -0.621
H 2.657713 -1.272254 -0.096002 -0.16 0.06 -0.05 0.284
H 0.514889 1.420010 0.424971 0.22 0.05 0.01 0.286
H 1.889684 1.053878 -1.601155 -0.05 0.01 -0.03 0.400
```
Forces are in eV/Å.

For the energy above the lowest of the compared OMol25 structures with the same formula, charge and spin, the calculation gives 5.186 eV. As for the spin multiplicity: 1. As for the frontier orbital gap: 9.3 eV. The total energy is -362.8949 Eh. Its total charge is 0.